Computed, not measured: a structure of composition C11H19CeNOSi in a non-equilibrium geometry, with wB97M-V/def2-TZVPD.

Each line ends with the Mulliken charge.
CARTESIAN COORDINATES (ANGSTROEM)
1 C -3.307684 -0.251290 -0.816454  -0.27
2 C -2.962985 0.972337 -1.484866  -0.50
3 C -2.439195 1.879281 -0.508023  -0.50
4 C -2.452907 1.222019 0.764482  -0.56
5 C -2.995042 -0.095286 0.577707  -0.48
6 Ce -0.684074 -0.029493 -0.732819  0.59
7 C 0.033141 0.735121 -2.997021  -0.76
8 C -0.575663 -0.502662 -3.045663  0.51
9 C -1.168008 -1.422754 -3.813507  -0.75
10 N -0.752970 -1.939928 -1.252440  -0.38
11 H -2.083902 2.887885 -0.721118  0.45
12 H -3.058426 1.155458 -2.556071  0.52
13 H -2.113239 1.646974 1.710185  0.48
14 H -3.161261 -0.852815 1.352773  0.43
15 H -3.734153 -1.136726 -1.297427  0.36
16 H -0.553377 1.647430 -3.101345  0.31
17 H -0.789874 -2.950651 -1.054514  0.11
18 H 1.119614 0.821825 -3.014757  0.33
19 H -1.219299 -1.320650 -4.894351  0.27
20 H -1.610118 -2.301725 -3.358747  0.27
21 C 1.454344 -1.002148 3.227149  -1.00
22 Si 2.109993 0.031981 1.788657  0.24
23 C 2.536736 1.746786 2.432760  -1.00
24 C 3.654553 -0.801671 1.086581  -1.04
25 O 0.972169 0.168962 0.601910  -0.35
26 H 2.191259 -1.126086 4.038928  0.34
27 H 1.183458 -2.013717 2.887233  0.29
28 H 0.561251 -0.542828 3.679726  0.28
29 H 3.341006 1.705808 3.183603  0.33
30 H 2.886091 2.404805 1.623272  0.29
31 H 1.669890 2.222029 2.919483  0.27
32 H 3.419923 -1.826711 0.760571  0.28
33 H 4.037319 -0.247781 0.215270  0.29
34 H 4.491426 -0.883776 1.798836  0.34

Cartesian forces, eV/Å:
-0.3 0.9 0.3
-0.6 -0.2 0.8
-0.8 -0.4 0.2
-0.8 -0.1 -0.5
-0.3 0.6 -0.7
1.8 -1.7 3.7
-0.3 -1.3 -0.7
0.4 -0.4 -4.7
0.3 0.3 0.8
0.1 1.1 1.3
-0.1 -0.3 0.2
0.0 0.0 0.4
-0.1 -0.2 -0.4
0.2 0.4 -0.4
0.3 0.4 0.3
0.0 -0.2 0.2
0.1 0.3 -0.7
-0.2 -0.1 0.1
0.1 0.3 0.1
0.0 0.2 -0.3
-0.1 -0.1 0.1
0.1 0.0 0.0
0.1 0.1 0.1
0.1 -0.1 -0.1
0.4 0.1 0.4
-0.1 0.1 -0.3
0.0 0.3 0.1
0.2 -0.1 -0.2
-0.2 0.0 -0.2
-0.1 -0.1 0.2
0.2 -0.1 -0.2
0.0 0.3 0.0
-0.2 -0.2 0.2
-0.3 0.1 -0.1

The HOMO-LUMO gap comes out at 8.054 eV. The HOMO energy comes out at -8.5 eV. For the LUMO energy, the calculation gives -0.465 eV. The total energy is -36057.366 eV.

---

Computed, not measured: a structure of composition C11H19Cl3O2Os in a non-equilibrium geometry, with wB97M-V/def2-TZVPD.

Each line ends with the Mulliken spin population.
CARTESIAN COORDINATES (ANGSTROEM)
1 C -0.605289 0.912927 -2.052301  0.04
2 C -1.465990 -0.173785 -1.984110  -0.03
3 C -0.685494 -1.376132 -1.800991  -0.02
4 C -2.940847 -0.129739 -2.060425  0.00
5 C 0.644571 -1.025577 -1.714528  0.02
6 C 0.787702 0.466555 -1.732640  0.02
7 C 1.927111 1.009823 -2.533188  0.06
8 C -0.976622 2.245695 -2.568705  -0.03
9 C -1.213755 -2.755333 -1.774900  0.00
10 C 1.753984 -1.982744 -1.858598  -0.01
11 Os 0.982773 0.924166 0.390917  3.20
12 Cl -3.006351 -2.193348 0.744516  0.00
13 Cl -1.183081 1.425755 0.819978  0.34
14 O 1.594224 -0.851320 0.601265  0.15
15 H -3.303620 0.876719 -1.837617  0.00
16 H -3.352211 -0.816857 -1.298288  0.00
17 H -3.316847 -0.418004 -3.053293  0.00
18 H -2.069926 -2.805844 -1.045337  0.00
19 H -0.463761 -3.442989 -1.379839  0.00
20 H -1.582565 -3.105436 -2.751539  0.00
21 H 1.446414 -2.983072 -1.530872  0.00
22 H 2.615305 -1.680797 -1.252203  0.00
23 H 2.072483 -2.059856 -2.911809  0.00
24 H 2.873917 0.684883 -2.080257  0.00
25 H 1.897561 2.101534 -2.575933  -0.01
26 H 1.875478 0.608046 -3.557317  0.00
27 H -1.938518 2.583686 -2.152038  0.01
28 H -1.078179 2.227036 -3.671447  0.00
29 H -0.208334 2.982232 -2.311694  0.00
30 H 1.157211 -1.294496 1.358632  0.02
31 O 1.827787 2.509347 0.027727  0.21
32 H 1.312849 3.291405 0.324854  0.04
33 Cl 1.335158 -0.238052 3.497034  0.01
34 C 1.255162 1.196415 2.445323  -0.04
35 H 0.434257 1.774574 2.895062  0.01
36 H 2.224641 1.689281 2.635962  0.02

Cartesian forces, eV/Å:
-0.4 -1.9 -0.5
1.4 1.2 -0.3
1.5 0.6 -0.1
-0.5 -0.2 0.2
-1.6 0.3 -1.0
-1.2 -1.1 -0.5
0.3 -0.1 -0.4
-0.2 0.6 0.2
-1.0 -0.4 0.6
0.7 -0.3 0.3
-0.5 -3.0 -0.6
-0.6 -0.1 0.8
-2.5 0.9 0.7
0.3 -2.4 1.7
-0.1 0.0 0.0
0.0 0.3 -0.3
0.0 0.0 0.1
0.8 0.0 -0.8
0.0 -0.1 -0.2
0.2 0.0 0.0
0.2 0.2 -0.1
0.0 -0.2 -0.2
0.0 0.0 0.1
0.0 0.2 -0.2
0.2 -0.1 0.0
0.2 0.1 -0.1
0.2 0.0 -0.1
0.0 0.1 0.3
-0.1 0.1 0.0
0.3 0.1 -0.5
1.3 5.2 -0.4
0.5 -0.4 -0.4
0.0 -0.8 0.6
0.7 1.0 1.6
0.4 0.1 -0.3
-0.4 0.1 -0.1

As for the spin multiplicity: 5. The HOMO-LUMO gap (spin up / spin down) comes out at 4.950 / 4.892 eV. The HOMO energy (spin up / spin down) comes out at -0.3 / -0.3 eV. Its total charge is -2. For the LUMO energy (spin up / spin down), the calculation gives 4.672 / 4.581 eV. The total energy is -55842.822 eV.

---

Computed, not measured: a structure of composition C11H19Cl3O2Sn in a non-equilibrium geometry, with wB97M-V/def2-TZVPD.

Each line ends with the Mulliken charge.
CARTESIAN COORDINATES (ANGSTROEM)
1 C -0.683642 0.896118 -1.544153  0.41
2 C -0.857277 -0.496796 -1.739982  0.65
3 C 0.429383 -1.115056 -1.708723  0.73
4 C -2.148235 -1.171195 -2.004634  -1.37
5 C 1.428496 -0.102650 -1.548558  0.45
6 C 0.723935 1.147754 -1.431768  0.48
7 C 1.330535 2.459410 -1.179602  -1.41
8 C -1.757473 1.886887 -1.448643  -1.47
9 C 0.718549 -2.565062 -1.913763  -1.61
10 C 2.849150 -0.290971 -1.582842  -1.68
11 Sn -1.110171 -1.506411 2.507312  0.89
12 Cl -1.687238 -3.527113 1.983766  -0.42
13 Cl -2.318134 0.580140 2.961082  -0.45
14 Cl 0.874754 0.177731 1.945777  -0.45
15 H -2.873975 -0.427880 -2.385285  0.43
16 H -2.574765 -1.654629 -1.137892  0.17
17 H -2.024153 -1.934252 -2.801759  0.34
18 H 0.048622 -3.199516 -1.338856  0.30
19 H 1.745746 -2.791367 -1.644675  0.38
20 H 0.595100 -2.836734 -2.984618  0.29
21 H 3.169943 -1.220194 -1.062406  0.34
22 H 3.392959 0.549391 -1.142154  0.40
23 H 3.222410 -0.397073 -2.634446  0.18
24 H 2.364583 2.341545 -0.804665  0.25
25 H 0.733332 3.017431 -0.375258  0.49
26 H 1.394123 3.049182 -2.126887  0.25
27 H -2.734173 1.400510 -1.462299  0.38
28 H -1.707639 2.604461 -2.307728  0.23
29 H -1.686701 2.471105 -0.528283  0.28
30 O 0.088135 3.135017 1.078787  -0.97
31 H 1.008967 2.688689 1.576882  0.12
32 C -0.412381 -0.548198 5.720978  -0.51
33 O -0.240538 -1.701764 4.984736  -0.68
34 H -1.314008 0.091557 5.621454  0.20
35 H 0.444660 0.107638 5.658004  0.20
36 H -0.432862 -1.117700 6.801115  0.18

Cartesian forces, eV/Å:
-0.2 -2.7 -0.5
0.0 2.5 0.4
2.2 1.2 0.0
-0.3 0.0 -1.0
-3.8 -0.6 0.0
1.0 -0.5 0.1
0.7 -0.2 -1.1
-0.4 1.0 -0.5
-0.2 0.2 -0.6
2.2 -0.8 -0.4
3.6 6.3 3.1
-1.6 -4.9 -1.2
-0.7 -0.4 0.1
-0.3 -1.3 0.1
0.2 -0.4 0.2
-0.2 -0.3 0.4
-0.1 0.2 0.4
-0.1 -0.2 0.1
0.1 -0.1 0.1
0.0 0.0 0.4
-0.1 0.5 -0.1
0.0 -0.1 0.0
0.0 0.1 0.5
-0.3 0.1 -0.2
-0.2 -0.1 0.5
-0.2 -0.1 0.5
0.0 0.1 0.0
-0.1 -0.3 0.5
0.2 0.0 0.1
3.9 -1.2 2.1
-4.2 1.9 -2.1
0.0 -2.2 2.7
-1.4 -0.1 -3.2
0.1 -0.6 -0.2
0.5 0.4 0.1
-0.1 2.2 -1.3

The HOMO-LUMO gap (spin up / spin down) comes out at 4.852 / 5.082 eV. The HOMO energy (spin up / spin down) comes out at -0.5 / -0.1 eV. Its total charge is -2. For the LUMO energy (spin up / spin down), the calculation gives 4.326 / 4.967 eV. The total energy is -59206.043 eV.

---

Computed, not measured: a structure of composition C11H19Cl3O4SV in a non-equilibrium geometry, with wB97M-V/def2-TZVPD.

Each line ends with the Mulliken spin population.
CARTESIAN COORDINATES (ANGSTROEM)
1 C -1.043561 0.777675 -1.271063  -0.04
2 C -1.273008 -0.569987 -1.626140  -0.03
3 C -0.043120 -1.286231 -1.511532  -0.08
4 C -2.543664 -1.153714 -2.113400  0.00
5 C 0.993411 -0.354083 -1.133348  0.02
6 C 0.345182 0.923064 -0.928058  -0.05
7 C 1.072156 2.191813 -0.690445  0.00
8 C -2.049863 1.859933 -1.292756  0.00
9 C 0.149848 -2.673773 -1.992245  0.01
10 C 2.458885 -0.572380 -1.151571  0.00
11 V 0.140450 -0.657056 0.856883  1.22
12 Cl -1.710410 -1.646466 1.200756  0.03
13 Cl -3.787763 0.735277 1.370894  0.00
14 Cl 1.182897 -2.729825 0.978079  -0.01
15 H -3.365104 -0.441251 -1.979947  0.00
16 H -2.787358 -2.048930 -1.530714  0.00
17 H -2.483449 -1.447898 -3.170538  0.00
18 H -0.721891 -3.282801 -1.713834  0.00
19 H 1.040964 -3.117807 -1.537456  0.00
20 H 0.249824 -2.695896 -3.089916  0.00
21 H 2.696529 -1.540834 -0.703955  0.00
22 H 2.978616 0.212225 -0.591334  0.00
23 H 2.825973 -0.569436 -2.184690  0.00
24 H 1.785114 2.070029 0.132971  0.00
25 H 0.367605 2.985301 -0.421063  0.00
26 H 1.631709 2.515342 -1.581268  0.00
27 H -3.007062 1.480808 -0.904549  0.00
28 H -2.202623 2.281954 -2.297681  0.00
29 H -1.758271 2.654788 -0.598956  0.00
30 O -0.573226 1.057735 1.569891  -0.03
31 H -1.559326 1.095007 1.609601  0.01
32 C 1.213572 1.331527 3.901930  0.00
33 S 1.535967 -0.306558 3.272586  0.00
34 O 1.907848 -0.023040 1.807921  -0.01
35 O 2.611611 -0.879722 4.033041  0.00
36 O 0.256245 -1.054485 3.240993  -0.01
37 H 2.186012 1.831732 3.955740  0.00
38 H 0.760336 1.248610 4.894334  0.00
39 H 0.518964 1.799350 3.190820  0.00

Cartesian forces, eV/Å:
1.1 -0.8 -0.2
1.3 0.6 0.1
0.4 1.0 0.0
-0.4 0.0 0.4
-1.2 0.5 0.1
-0.1 -1.3 -1.0
0.0 0.4 0.4
-0.6 0.2 0.5
0.0 -0.4 0.1
0.4 -0.2 -0.2
-0.9 2.6 -0.4
-1.5 -1.4 0.3
-0.7 0.5 0.1
0.5 -0.9 0.1
0.1 -0.2 0.0
0.0 0.0 0.0
0.1 0.1 0.1
0.3 0.0 -0.1
-0.2 0.0 -0.2
0.0 0.0 0.1
0.1 0.2 0.0
-0.1 -0.2 -0.1
0.1 0.1 -0.1
-0.1 0.1 -0.1
0.2 -0.1 0.1
-0.1 -0.1 0.1
0.2 0.2 -0.1
0.2 0.0 0.1
-0.1 0.0 -0.2
0.2 -0.8 0.0
0.5 -0.4 -0.1
0.0 -0.1 0.1
-1.0 0.2 -1.6
-0.4 -0.2 1.3
0.3 0.0 0.3
1.4 0.8 0.1
-0.2 0.0 0.0
0.1 -0.1 -0.1
0.2 -0.2 0.1

As for the spin multiplicity: 2. The HOMO-LUMO gap (spin up / spin down) comes out at 6.322 / 6.423 eV. The HOMO energy (spin up / spin down) comes out at -1.2 / -1.3 eV. Its total charge is -2. For the LUMO energy (spin up / spin down), the calculation gives 5.078 / 5.078 eV. The total energy is -94000.071 eV.